C17H15N | ωB97M-V with the def2-TZVPD basis set

Geometry (Å):
1 N -1.897 1.413 2.633
2 C -1.069 0.767 1.761
3 C -1.253 1.032 0.405
4 C -0.425 0.339 -0.522
5 C 0.555 -0.552 -0.012
6 C 1.401 -1.233 -0.905
7 C 1.254 -1.049 -2.260
8 C 0.307 -0.191 -2.797
9 C 0.266 -0.027 -4.203
10 C -0.661 0.844 -4.788
11 C -1.537 1.602 -3.963
12 C -1.413 1.434 -2.565
13 C -0.517 0.524 -1.938
14 C 0.725 -0.746 1.367
15 C -0.102 -0.112 2.256
16 C 0.140 -0.437 3.692
17 C 1.456 -1.186 3.642
18 C 1.683 -1.594 2.167
19 H -1.802 1.304 3.658
20 H -2.522 2.132 2.279
21 H -2.049 1.716 0.124
22 H 2.167 -1.923 -0.538
23 H 1.909 -1.572 -2.981
24 H 0.984 -0.532 -4.888
25 H -0.666 0.976 -5.859
26 H -2.247 2.338 -4.360
27 H -2.098 1.984 -1.943
28 H 0.246 0.466 4.328
29 H -0.632 -1.063 4.119
30 H 2.274 -0.515 3.888
31 H 1.465 -2.046 4.290
32 H 2.698 -1.463 1.888
33 H 1.361 -2.634 2.024

Computed properties:
- total charge = 0
- HOMO level (eV) = -7.107
- frontier orbital gap (eV) = 7.97
- SMILES = Nc1cc2c(ccc3ccccc32)c2c1CCC2
- ΔE to the lowest compared entry with this formula, charge and spin (kcal per mole) = 0.00

=====

C17H15N3O2 | ωB97M-V with the def2-TZVPD basis set

Geometry (Å):
1 C 3.086 -1.807 -2.042
2 N 1.972 -1.939 -2.968
3 C 1.232 -0.762 -3.543
4 C 1.139 -3.170 -2.612
5 C 0.338 -3.206 -1.273
6 O -0.384 -4.153 -0.989
7 N 0.701 -2.399 -0.243
8 C -0.295 -1.527 -0.003
9 C -1.652 -1.440 -0.654
10 C -2.532 -0.538 -0.225
11 C -2.222 0.543 0.571
12 N -3.107 1.466 0.596
13 C -2.811 2.598 1.292
14 O -3.594 3.480 1.339
15 C -1.634 2.747 2.116
16 C -1.374 3.905 2.970
17 C -0.184 4.008 3.663
18 C 0.802 2.993 3.632
19 C 0.525 1.825 2.858
20 C -0.713 1.737 2.124
21 C -0.939 0.496 1.312
22 C -0.067 -0.624 1.092
23 H 4.012 -2.080 -2.594
24 H 2.998 -2.475 -1.191
25 H 3.216 -0.793 -1.522
26 H 2.007 -0.170 -4.020
27 H 0.471 -1.057 -4.341
28 H 0.714 -0.147 -2.843
29 H 0.423 -3.584 -3.323
30 H 1.736 -4.056 -2.593
31 H -2.041 -2.168 -1.304
32 H -3.380 -0.453 -0.910
33 H -2.158 4.619 2.813
34 H -0.023 4.840 4.250
35 H 1.601 3.070 4.190
36 H 1.204 1.064 2.847
37 H 0.931 -0.843 1.526

Computed properties:
- total charge = 0
- HOMO level (eV) = -8.594
- frontier orbital gap (eV) = 6.23
- SMILES = CN(C)CC(=O)/N=C1\C=CC2=NC(=O)c3ccccc3C2=C1
- ΔE to the lowest compared entry with this formula, charge and spin (kcal per mole) = 109.61

=====

C17H15N3O3S2 | ωB97M-V with the def2-TZVPD basis set

Geometry (Å):
1 C 2.878 2.002 -7.447
2 C 2.562 1.063 -6.344
3 C 2.370 1.254 -5.006
4 C 2.104 -0.054 -4.524
5 N 1.833 -0.474 -3.238
6 C 1.763 0.327 -2.133
7 O 1.930 1.521 -2.156
8 C 1.446 -0.460 -0.870
9 C 1.441 0.474 0.339
10 N 1.117 -0.233 1.560
11 C -0.168 -0.177 2.079
12 O -1.048 0.438 1.518
13 C -0.246 -0.942 3.327
14 C -1.240 -1.174 4.219
15 C -2.619 -0.770 4.315
16 C -3.296 0.032 3.389
17 C -4.624 0.360 3.586
18 C -5.308 -0.098 4.701
19 C -4.653 -0.894 5.629
20 C -3.328 -1.226 5.440
21 S 1.333 -1.670 3.659
22 C 2.045 -0.972 2.222
23 S 3.592 -1.189 1.752
24 N 2.138 -0.931 -5.501
25 O 2.422 -0.242 -6.634
26 H 3.817 1.720 -7.920
27 H 2.097 1.965 -8.205
28 H 2.957 3.012 -7.057
29 H 2.406 2.155 -4.435
30 H 1.689 -1.470 -3.151
31 H 2.200 -1.239 -0.734
32 H 0.467 -0.933 -0.981
33 H 2.425 0.935 0.449
34 H 0.687 1.252 0.204
35 H -0.931 -1.800 5.051
36 H -2.781 0.396 2.518
37 H -5.130 0.980 2.861
38 H -6.346 0.163 4.848
39 H -5.179 -1.255 6.500
40 H -2.825 -1.846 6.168

Computed properties:
- total charge = 0
- HOMO level (eV) = -8.456
- frontier orbital gap (eV) = 7.42
- SMILES = Cc1cc(NC(=O)CCN2C(=O)/C(=C\c3ccccc3)SC2=S)no1
- ΔE to the lowest compared entry with this formula, charge and spin (kcal per mole) = 29.36

=====

C17H15N5SeSn | ωB97M-V with the def2-TZVPD basis set

Geometry (Å):
1 Sn -0.335 0.140 -0.220
2 Se 4.292 1.683 6.177
3 N 2.922 2.496 5.463
4 C 2.509 1.830 4.399
5 C 1.405 2.207 3.564
6 C 0.627 3.351 3.795
7 C -0.417 3.635 2.939
8 C -0.670 2.780 1.870
9 N 0.057 1.689 1.636
10 C 1.085 1.389 2.460
11 C 1.854 0.192 2.172
12 N 1.503 -0.559 1.101
13 C 2.200 -1.661 0.824
14 C 3.280 -2.088 1.583
15 C 3.660 -1.342 2.680
16 C 2.941 -0.179 2.992
17 C 3.269 0.651 4.116
18 N 4.255 0.427 4.966
19 H 0.862 3.985 4.637
20 H -1.035 4.506 3.086
21 H -1.487 2.976 1.175
22 H 1.872 -2.223 -0.045
23 H 3.805 -2.989 1.308
24 H 4.493 -1.632 3.302
25 C 0.736 -4.925 -2.809
26 C 0.033 -3.691 -3.403
27 C 0.776 -3.183 -4.653
28 C -1.436 -4.012 -3.740
29 C 0.023 -2.642 -2.446
30 N 0.001 -1.776 -1.676
31 H 0.711 -5.720 -3.550
32 H 0.229 -5.276 -1.914
33 H 1.776 -4.713 -2.571
34 H 0.777 -3.978 -5.395
35 H 1.807 -2.924 -4.425
36 H 0.281 -2.314 -5.080
37 H -1.449 -4.807 -4.480
38 H -1.944 -3.145 -4.156
39 H -1.980 -4.350 -2.861

Computed properties:
- total charge = +2
- HOMO level (eV) = -14.714
- frontier orbital gap (eV) = 6.23
- ΔE to the lowest compared entry with this formula, charge and spin (kcal per mole) = 22.89

=====

C17H15NO2 | ωB97M-V with the def2-TZVPD basis set

Geometry (Å):
1 O 3.308 4.351 -1.037
2 C 2.442 3.816 -1.647
3 C 1.561 2.732 -1.055
4 C 1.409 2.428 0.234
5 C 0.633 1.194 0.744
6 C -0.786 1.185 0.957
7 C -1.454 -0.006 1.300
8 C -0.729 -1.160 1.515
9 C -1.488 -2.453 1.750
10 C -2.537 -2.677 0.887
11 C -3.272 -3.860 0.983
12 C -2.773 -4.888 1.835
13 C -1.713 -4.630 2.737
14 C -1.057 -3.428 2.738
15 C 0.693 -1.139 1.380
16 C 1.323 -0.040 1.004
17 C 0.890 1.981 -2.168
18 C 1.246 2.887 -3.401
19 N 2.420 3.615 -3.028
20 O 2.978 4.453 -4.042
21 H 1.775 3.137 1.113
22 H -1.331 1.988 0.601
23 H -2.558 -0.007 1.350
24 H -2.672 -1.965 0.006
25 H -4.030 -4.251 0.297
26 H -3.092 -5.953 1.700
27 H -1.441 -5.319 3.617
28 H -0.267 -3.214 3.380
29 H 1.132 -2.139 1.421
30 H 2.361 0.075 0.767
31 H 1.283 0.929 -2.259
32 H -0.134 1.990 -1.916
33 H 0.414 3.460 -3.775
34 H 1.503 2.153 -4.161
35 H 3.965 4.755 -3.826

Computed properties:
- total charge = 0
- HOMO level (eV) = -8.556
- frontier orbital gap (eV) = 9.15
- SMILES = O=C1/C(=C/c2ccc(-c3ccccc3)cc2)CCN1O
- ΔE to the lowest compared entry with this formula, charge and spin (kcal per mole) = 93.98

=====

C17H16BrNO4S | ωB97M-V with the def2-TZVPD basis set

Geometry (Å):
1 C -1.228 6.778 -1.275
2 C -1.122 5.298 -1.083
3 C 0.127 4.663 -0.632
4 C 0.217 3.377 -0.275
5 C -1.004 2.560 -0.282
6 N -0.985 1.238 0.248
7 C -0.035 0.211 0.055
8 O -0.243 -0.545 1.001
9 C 0.981 0.043 -1.086
10 O 1.707 -1.201 -0.939
11 C 2.888 -1.168 -0.210
12 O 3.710 -0.283 -0.330
13 C 3.290 -2.427 0.662
14 C 2.132 -3.091 1.463
15 C 1.285 -4.047 0.632
16 O 1.836 -4.631 -0.285
17 C -0.082 -4.482 0.921
18 C -0.680 -5.571 0.328
19 C -2.047 -5.673 0.815
20 C -2.472 -4.632 1.576
21 S -1.142 -3.547 1.962
22 C -2.213 3.102 -0.666
23 Br -3.864 2.161 -0.424
24 C -2.254 4.391 -1.259
25 H -0.547 7.245 -0.560
26 H -2.278 7.054 -1.036
27 H -0.738 7.065 -2.278
28 H 1.131 5.205 -0.524
29 H 1.110 2.894 -0.023
30 H -1.729 0.905 0.867
31 H 0.410 0.033 -2.028
32 H 1.639 0.940 -1.181
33 H 3.694 -3.154 -0.006
34 H 4.030 -2.181 1.411
35 H 2.397 -3.620 2.327
36 H 1.415 -2.317 1.750
37 H -0.154 -6.147 -0.441
38 H -2.514 -6.647 0.561
39 H -3.453 -4.553 1.945
40 H -3.217 4.752 -1.701

Computed properties:
- total charge = 0
- HOMO level (eV) = -8.504
- frontier orbital gap (eV) = 8.87
- SMILES = Cc1ccc(NC(=O)COC(=O)CCC(=O)c2cccs2)c(Br)c1
- ΔE to the lowest compared entry with this formula, charge and spin (kcal per mole) = 4.07